No. 1
{"formula": "C5H4BaO2", "method": "wB97M-V/def2-TZVPD", "homo_ev": [-10.48, -11.49], "spin_multiplicity": 2, "charge": 1, "symbols": ["O", "C", "C", "C", "C", "H", "H", "H", "C", "O", "Ba", "H"], "coordinates": [[-0.95, -1.00, 2.51], [-0.44, -0.54, 1.53], [0.90, 0.08, 1.50], [1.43, 0.42, 0.32], [0.87, 0.24, -1.00], [1.40, 0.20, 2.46], [1.25, -0.68, -1.47], [1.07, 1.07, -1.70], [-0.81, 0.21, -0.87], [-1.20, -0.58, 0.24], [-2.46, -0.70, -2.92], [-1.05, 1.26, -0.61]]}

---

No. 2
{"formula": "C7H26BCs3N2O4", "method": "wB97M-V/def2-TZVPD", "homo_ev": -14.95, "charge": 2, "symbols": ["Cs", "Cs", "Cs", "B", "H", "H", "H", "H", "C", "O", "N", "N", "H", "H", "H", "H", "C", "C", "O", "H", "H", "H", "H", "H", "H", "C", "C", "O", "H", "H", "H", "H", "H", "H", "C", "C", "O", "H", "H", "H", "H", "H", "H"], "coordinates": [[-13.86, 30.99, 9.68], [-11.70, 33.73, 3.92], [-12.06, 36.78, 8.13], [-11.67, 33.01, 7.40], [-11.75, 34.16, 7.37], [-11.86, 32.65, 6.34], [-10.62, 32.67, 7.76], [-12.47, 32.61, 8.11], [-14.97, 34.37, 6.07], [-14.23, 34.96, 5.27], [-14.58, 33.72, 7.21], [-16.32, 34.27, 5.88], [-13.61, 33.55, 7.42], [-15.21, 33.33, 7.89], [-16.87, 33.66, 6.46], [-16.76, 34.65, 5.07], [-7.25, 35.31, 6.07], [-8.32, 34.25, 6.22], [-9.55, 34.84, 6.62], [-7.50, 36.06, 5.32], [-6.33, 34.83, 5.73], [-7.05, 35.79, 7.03], [-8.00, 33.49, 6.95], [-8.40, 33.69, 5.27], [-10.19, 34.16, 6.87], [-9.68, 28.56, 6.25], [-10.56, 29.75, 6.52], [-10.61, 30.03, 7.92], [-10.09, 27.72, 6.81], [-8.66, 28.77, 6.55], [-9.70, 28.37, 5.17], [-11.58, 29.56, 6.15], [-10.16, 30.57, 5.91], [-10.72, 30.99, 7.99], [-9.73, 35.71, 10.92], [-10.32, 34.35, 10.62], [-11.54, 34.42, 9.91], [-9.73, 36.42, 10.09], [-8.70, 35.64, 11.28], [-10.34, 36.09, 11.75], [-10.39, 33.70, 11.50], [-9.57, 33.83, 10.00], [-11.43, 34.07, 9.01]]}

---

No. 3
{"formula": "C5H13N2OS", "method": "wB97M-V/def2-TZVPD", "homo_ev": -13.61, "charge": 1, "de_lowest_kj_mol": 28.1, "symbols": ["C", "C", "C", "C", "C", "N", "N", "O", "S", "H", "H", "H", "H", "H", "H", "H", "H", "H", "H", "H", "H", "H"], "coordinates": [[-0.49, -1.60, 1.20], [-1.86, -1.42, 0.55], [-0.94, 0.65, 0.97], [0.36, -1.15, -2.90], [0.47, 2.67, 2.42], [-0.02, -0.26, 1.32], [-2.09, 0.02, 0.57], [0.08, -0.16, -1.97], [-0.96, 2.39, 1.26], [-0.59, -1.96, 2.32], [0.22, -2.36, 0.81], [-1.98, -1.74, -0.43], [-2.67, -1.96, 1.20], [0.88, -0.79, -3.84], [-0.66, -1.56, -3.20], [1.00, -1.93, -2.42], [0.64, 1.77, 2.85], [0.19, 3.43, 3.11], [1.42, 2.84, 1.83], [1.04, -0.07, 1.48], [-0.32, 0.55, -2.37], [-2.72, 0.36, -0.16]]}

---

No. 4
{"formula": "B3F12MnN3O9", "method": "wB97M-V/def2-TZVPD", "homo_ev": [2.29, 2.28], "spin_multiplicity": 6, "charge": -4, "de_lowest_kj_mol": 0.0, "symbols": ["Mn", "N", "O", "O", "O", "N", "O", "O", "O", "N", "O", "O", "O", "B", "F", "F", "F", "F", "B", "F", "F", "F", "F", "B", "F", "F", "F", "F"], "coordinates": [[-14.96, 11.32, -18.17], [-11.76, 11.16, -18.96], [-11.43, 11.36, -20.14], [-10.91, 11.22, -18.04], [-12.94, 10.85, -18.68], [-14.83, 13.20, -21.03], [-14.73, 14.45, -21.21], [-14.55, 12.73, -19.90], [-15.18, 12.48, -21.98], [-13.46, 13.68, -16.19], [-14.01, 12.90, -17.01], [-12.93, 13.23, -15.15], [-13.49, 14.92, -16.39], [-15.97, 8.79, -20.40], [-14.99, 8.38, -21.33], [-15.64, 10.03, -19.82], [-17.24, 8.86, -21.03], [-16.07, 7.78, -19.40], [-17.97, 12.92, -17.59], [-17.35, 13.88, -16.77], [-18.85, 12.12, -16.84], [-18.72, 13.58, -18.59], [-16.95, 12.10, -18.15], [-14.86, 9.29, -16.17], [-15.59, 8.30, -15.45], [-13.75, 8.72, -16.80], [-15.76, 9.76, -17.20], [-14.47, 10.31, -15.33]]}

---

No. 5
{"formula": "ClN2O10Rb2", "method": "wB97M-V/def2-TZVPD", "homo_ev": -3.46, "charge": -1, "de_lowest_kj_mol": 298.8, "symbols": ["Rb", "Rb", "Cl", "O", "O", "O", "O", "N", "O", "O", "O", "N", "O", "O", "O"], "coordinates": [[9.28, -14.88, 0.23], [11.67, -21.24, -9.25], [14.84, -17.58, 3.15], [15.74, -18.69, 2.77], [15.58, -16.40, 3.66], [14.21, -17.32, 1.99], [13.97, -17.97, 4.09], [16.58, -20.00, -5.66], [16.75, -20.70, -6.64], [15.98, -20.63, -4.78], [17.20, -18.97, -5.52], [10.71, -17.67, -4.41], [11.47, -17.09, -3.63], [9.58, -17.24, -4.30], [11.03, -18.64, -5.06]]}

---

No. 6
{"formula": "C16H16InN7O11P2S3", "method": "wB97M-V/def2-TZVPD", "homo_ev": -2.69, "charge": -2, "de_lowest_kj_mol": 0.0, "symbols": ["In", "O", "P", "O", "O", "O", "P", "O", "O", "O", "H", "H", "N", "C", "C", "C", "C", "C", "C", "S", "O", "O", "N", "C", "N", "C", "C", "C", "N", "H", "H", "H", "H", "H", "H", "H", "H", "H", "S", "C", "S", "C", "C", "N", "C", "N", "N", "C", "C", "O", "O", "H", "H", "H", "H", "H"], "coordinates": [[0.17, -1.19, -0.71], [2.50, -2.38, -2.04], [1.31, -2.95, -3.04], [1.54, -4.36, -3.44], [0.00, -2.58, -2.23], [1.38, -1.95, -4.29], [0.72, -0.45, -4.35], [1.11, 0.09, -2.76], [1.49, 0.36, -5.32], [-0.79, -0.57, -4.36], [3.31, -2.91, -2.06], [2.04, 0.36, -2.73], [2.45, 4.32, 4.58], [1.62, 3.35, 4.07], [1.95, 1.97, 4.21], [1.06, 0.99, 3.78], [-0.14, 1.38, 3.15], [-0.48, 2.74, 2.98], [0.41, 3.72, 3.43], [-1.24, 0.11, 2.60], [-2.60, 0.53, 2.83], [-0.77, -1.14, 3.14], [-0.91, 0.00, 1.02], [-1.43, 0.91, 0.12], [-2.08, 2.02, 0.45], [-2.55, 2.78, -0.53], [-2.38, 2.46, -1.89], [-1.64, 1.31, -2.21], [-1.16, 0.55, -1.17], [3.41, 4.03, 4.82], [2.38, 5.25, 4.17], [2.92, 1.69, 4.67], [1.26, -0.10, 3.93], [-1.44, 3.02, 2.52], [0.16, 4.77, 3.29], [-3.10, 3.66, -0.19], [-2.80, 3.09, -2.67], [-1.45, 0.97, -3.24], [1.09, -2.82, 1.00], [2.16, -1.54, 1.35], [2.22, -0.08, 0.45], [3.10, -1.70, 2.40], [4.05, -0.71, 2.76], [4.83, 0.08, 3.11], [3.17, -2.90, 3.16], [3.30, -3.86, 3.81], [-3.16, -2.05, -4.04], [-2.91, -2.94, -2.90], [-2.94, -2.05, -1.62], [-3.66, -0.90, -1.80], [-2.32, -2.28, -0.58], [-3.36, -2.57, -4.90], [-2.27, -1.51, -4.24], [-3.92, -0.88, -2.78], [-1.92, -3.45, -2.92], [-3.69, -3.70, -2.78]]}

---

No. 7
{"formula": "C23H69BN13O11Pd", "method": "wB97M-V/def2-TZVPD", "homo_ev": [-9.55, -9.55], "spin_multiplicity": 3, "charge": 1, "symbols": ["Pd", "B", "H", "H", "H", "H", "C", "O", "C", "C", "N", "C", "C", "O", "C", "H", "H", "H", "H", "H", "H", "H", "H", "H", "H", "H", "H", "H", "H", "H", "C", "O", "C", "C", "N", "C", "C", "O", "C", "H", "H", "H", "H", "H", "H", "H", "H", "H", "H", "H", "H", "H", "H", "H", "C", "O", "C", "C", "N", "C", "C", "O", "C", "H", "H", "H", "H", "H", "H", "H", "H", "H", "H", "H", "H", "H", "H", "H", "C", "O", "N", "N", "H", "H", "H", "H", "C", "O", "N", "N", "H", "H", "H", "H", "C", "O", "N", "N", "H", "H", "H", "H", "C", "O", "N", "N", "H", "H", "H", "H", "C", "O", "N", "N", "H", "H", "H", "H"], "coordinates": [[-2.08, -3.12, 2.03], [-0.03, -2.34, 1.43], [-0.32, -1.66, 2.34], [-0.22, -3.46, 1.78], [-0.57, -2.11, 0.41], [1.13, -2.41, 1.23], [-2.84, 6.26, 1.94], [-2.37, 5.11, 1.28], [-3.28, 4.07, 0.99], [-2.66, 3.13, -0.01], [-1.31, 2.77, 0.48], [-0.65, 1.75, -0.39], [-0.37, 2.26, -1.79], [0.27, 3.49, -1.62], [0.57, 4.09, -2.87], [-2.37, 7.15, 1.53], [-2.71, 6.17, 3.02], [-3.91, 6.36, 1.71], [-4.23, 4.49, 0.65], [-3.55, 3.63, 1.96], [-2.53, 3.66, -0.96], [-3.17, 2.17, -0.07], [-0.74, 3.60, 0.35], [-1.21, 0.82, -0.33], [0.28, 1.63, 0.17], [-1.33, 2.39, -2.31], [0.27, 1.50, -2.25], [1.08, 3.38, -3.53], [1.10, 5.02, -2.70], [-0.36, 4.41, -3.36], [2.96, 0.57, 1.60], [3.49, 1.79, 1.10], [2.76, 2.55, 0.16], [3.60, 3.77, -0.25], [3.88, 4.56, 0.91], [4.89, 5.59, 0.73], [5.03, 6.42, 2.00], [5.18, 5.50, 3.06], [5.59, 6.08, 4.28], [3.68, 0.26, 2.34], [2.80, -0.28, 0.92], [1.97, 0.82, 2.00], [1.85, 2.99, 0.57], [2.54, 2.02, -0.77], [2.96, 4.33, -0.94], [4.49, 3.35, -0.76], [4.04, 4.08, 1.79], [4.47, 6.27, -0.03], [5.87, 5.20, 0.45], [4.24, 7.17, 2.17], [5.93, 7.06, 1.93], [5.02, 6.98, 4.54], [6.64, 6.41, 4.12], [5.75, 5.28, 4.99], [-4.90, -2.06, -4.99], [-3.49, -2.10, -4.82], [-2.80, -2.36, -6.03], [-1.28, -2.31, -5.84], [-0.79, -3.28, -4.88], [-0.77, -2.90, -3.47], [-0.62, -1.43, -3.11], [0.41, -0.81, -3.85], [1.70, -1.08, -3.33], [-5.18, -1.31, -5.73], [-5.28, -1.88, -3.99], [-5.27, -3.06, -5.24], [-3.08, -1.59, -6.75], [-3.09, -3.35, -6.41], [-0.98, -1.30, -5.60], [-0.90, -2.43, -6.86], [-1.39, -4.10, -4.90], [-0.03, -3.47, -2.89], [-1.68, -3.24, -2.94], [-0.48, -1.25, -2.04], [-1.56, -0.91, -3.33], [1.88, -2.14, -3.50], [1.81, -0.94, -2.24], [2.43, -0.44, -3.81], [-4.19, -2.08, -0.08], [-3.12, -2.07, 0.58], [-5.29, -2.76, 0.41], [-4.37, -1.37, -1.21], [-6.14, -2.62, -0.11], [-5.18, -3.28, 1.26], [-3.68, -0.68, -1.47], [-5.30, -1.31, -1.59], [3.75, -2.28, 3.65], [4.48, -2.54, 2.69], [4.11, -2.44, 4.96], [2.42, -1.96, 3.45], [5.03, -2.72, 5.21], [3.45, -2.58, 5.70], [1.89, -1.66, 4.24], [2.09, -1.94, 2.50], [-2.33, -5.17, -0.71], [-2.18, -4.78, 0.44], [-3.52, -5.33, -1.33], [-1.24, -5.43, -1.48], [-4.35, -5.14, -0.79], [-3.52, -5.74, -2.24], [-0.39, -5.69, -0.98], [-1.27, -5.87, -2.39], [2.75, -6.47, 2.18], [2.99, -7.66, 2.30], [1.52, -5.97, 2.61], [3.53, -5.52, 1.54], [1.00, -6.67, 3.10], [1.23, -5.05, 2.35], [4.24, -5.85, 0.92], [3.29, -4.56, 1.65], [-2.35, -0.22, 3.73], [-2.60, -1.40, 3.45], [-1.27, 0.45, 3.30], [-3.05, 0.43, 4.71], [-0.75, -0.09, 2.62], [-1.14, 1.44, 3.24], [-2.88, 1.38, 4.97], [-3.83, -0.04, 5.13]]}

---

No. 8
{"formula": "C40H100ClF3INO15P", "method": "wB97M-V/def2-TZVPD", "homo_ev": -4.80, "charge": -1, "de_lowest_kj_mol": 325.8, "symbols": ["C", "C", "O", "C", "C", "C", "C", "O", "O", "P", "I", "C", "C", "O", "C", "F", "F", "F", "O", "C", "N", "Cl", "H", "H", "H", "H", "H", "H", "H", "H", "H", "H", "H", "H", "H", "H", "H", "H", "H", "H", "H", "H", "C", "C", "C", "O", "H", "H", "H", "H", "H", "H", "H", "H", "C", "C", "C", "O", "H", "H", "H", "H", "H", "H", "H", "H", "C", "C", "C", "O", "H", "H", "H", "H", "H", "H", "H", "H", "C", "C", "C", "O", "H", "H", "H", "H", "H", "H", "H", "H", "C", "C", "C", "O", "H", "H", "H", "H", "H", "H", "H", "H", "C", "C", "C", "O", "H", "H", "H", "H", "H", "H", "H", "H", "C", "C", "C", "O", "H", "H", "H", "H", "H", "H", "H", "H", "C", "C", "C", "O", "H", "H", "H", "H", "H", "H", "H", "H", "C", "C", "C", "O", "H", "H", "H", "H", "H", "H", "H", "H", "C", "C", "C", "O", "H", "H", "H", "H", "H", "H", "H", "H"], "coordinates": [[4.91, -3.04, 3.74], [4.38, -1.53, 4.11], [3.15, -1.21, 3.41], [2.80, 0.21, 3.64], [2.37, 0.96, 2.24], [3.77, 0.98, 1.43], [3.68, 1.64, -0.05], [3.81, 0.63, -1.10], [1.40, 0.24, 1.42], [-0.24, 0.74, 1.77], [-0.46, 2.28, -0.21], [-0.47, -0.63, 3.08], [-1.65, -1.68, 2.77], [-2.93, -1.07, 2.40], [-1.26, -2.82, 1.67], [-1.46, -4.17, 2.18], [0.03, -2.62, 1.09], [-2.22, -2.69, 0.56], [0.29, 2.01, 2.88], [1.72, 2.33, 2.80], [2.05, 2.76, 4.22], [2.09, 3.93, 1.87], [4.87, -3.09, 2.58], [6.01, -3.16, 4.07], [4.21, -3.82, 4.24], [5.24, -0.82, 3.79], [4.25, -1.53, 5.27], [1.85, 0.17, 4.33], [3.70, 0.71, 4.16], [4.07, -0.13, 1.26], [4.60, 1.43, 2.09], [4.60, 2.36, -0.15], [2.68, 2.20, -0.25], [4.57, 0.06, -0.85], [-0.86, -0.20, 0.86], [-1.58, 1.17, 2.13], [-0.70, -0.20, 4.14], [0.50, -1.25, 3.18], [-1.85, -2.27, 3.76], [-3.61, -1.67, 2.84], [3.07, 3.01, 4.20], [1.58, 3.68, 4.39], [-3.27, -1.96, 7.07], [-4.59, -2.13, 6.33], [-5.57, -2.97, 7.14], [-4.36, -2.75, 5.07], [-2.79, -2.93, 7.24], [-2.57, -1.36, 6.47], [-3.42, -1.46, 8.03], [-5.03, -1.14, 6.13], [-5.17, -3.97, 7.32], [-6.51, -3.09, 6.60], [-5.78, -2.50, 8.11], [-3.97, -3.62, 5.24], [1.71, -1.56, -3.91], [2.22, -0.67, -5.03], [3.70, -0.90, -5.28], [2.01, 0.70, -4.68], [2.23, -1.35, -2.97], [0.64, -1.37, -3.73], [1.84, -2.62, -4.15], [1.66, -0.86, -5.94], [4.30, -0.67, -4.39], [4.07, -0.25, -6.08], [3.90, -1.94, -5.56], [2.51, 0.88, -3.87], [-0.88, 1.53, -9.37], [-0.84, 0.08, -8.94], [-1.82, -0.19, -7.81], [0.48, -0.25, -8.51], [-0.60, 2.19, -8.54], [-0.16, 1.72, -10.18], [-1.87, 1.81, -9.72], [-1.07, -0.57, -9.79], [-1.57, 0.41, -6.93], [-1.77, -1.24, -7.50], [-2.84, 0.04, -8.11], [0.70, 0.31, -7.75], [-3.61, -5.72, -2.37], [-2.41, -6.49, -1.84], [-2.68, -7.05, -0.45], [-1.28, -5.63, -1.78], [-3.85, -4.87, -1.72], [-3.40, -5.31, -3.36], [-4.49, -6.36, -2.44], [-2.16, -7.30, -2.53], [-2.89, -6.24, 0.26], [-1.81, -7.59, -0.08], [-3.54, -7.73, -0.46], [-1.49, -4.90, -1.17], [-4.06, 2.78, 7.32], [-2.74, 2.14, 7.73], [-1.83, 3.14, 8.42], [-2.10, 1.61, 6.58], [-3.89, 3.59, 6.61], [-4.70, 2.04, 6.82], [-4.60, 3.18, 8.19], [-2.93, 1.30, 8.41], [-1.59, 3.97, 7.74], [-0.88, 2.67, 8.69], [-2.29, 3.55, 9.32], [-1.92, 2.35, 5.98], [-6.37, 5.61, 3.96], [-6.17, 4.26, 4.61], [-7.09, 3.21, 4.00], [-6.44, 4.36, 6.01], [-7.40, 5.97, 4.09], [-5.72, 6.36, 4.41], [-6.16, 5.57, 2.89], [-5.13, 3.94, 4.50], [-8.14, 3.48, 4.14], [-6.94, 2.24, 4.48], [-6.90, 3.09, 2.93], [-7.36, 4.63, 6.12], [6.73, 6.08, 1.76], [7.15, 4.61, 1.71], [7.03, 4.05, 0.30], [6.32, 3.86, 2.59], [5.69, 6.20, 1.45], [6.81, 6.46, 2.78], [7.37, 6.69, 1.11], [8.18, 4.51, 2.07], [6.00, 4.11, -0.06], [7.32, 3.00, 0.28], [7.67, 4.60, -0.39], [5.40, 3.95, 2.29], [-2.79, 7.41, 0.46], [-3.33, 7.50, 1.88], [-2.25, 7.23, 2.90], [-4.39, 6.56, 2.04], [-2.40, 6.40, 0.26], [-3.58, 7.59, -0.27], [-1.99, 8.13, 0.29], [-3.76, 8.50, 2.04], [-1.84, 6.22, 2.79], [-2.65, 7.29, 3.92], [-1.43, 7.95, 2.81], [-4.02, 5.67, 1.90], [-1.69, -3.55, -11.08], [-0.50, -4.33, -10.55], [-0.78, -4.89, -9.17], [0.64, -3.47, -10.48], [-1.92, -2.70, -10.43], [-1.46, -3.14, -12.07], [-2.57, -4.19, -11.16], [-0.25, -5.14, -11.24], [-0.98, -4.09, -8.45], [0.09, -5.44, -8.79], [-1.64, -5.57, -9.19], [0.43, -2.74, -9.87], [6.10, -6.21, -6.36], [6.52, -5.35, -5.19], [5.35, -5.05, -4.27], [7.08, -4.13, -5.67], [5.35, -5.70, -6.97], [6.95, -6.42, -7.02], [5.69, -7.17, -6.02], [7.31, -5.86, -4.62], [4.57, -4.49, -4.81], [5.66, -4.41, -3.44], [4.91, -5.96, -3.87], [6.39, -3.67, -6.17]]}

---

No. 9
{"formula": "C17H21N3O2S", "method": "wB97M-V/def2-TZVPD", "homo_ev": -8.70, "smiles": "CCCc1cc(=O)[nH]c(SCC(=O)Nc2c(C)cccc2C)n1", "de_lowest_kj_mol": 0.0, "symbols": ["C", "C", "C", "C", "C", "C", "O", "N", "C", "S", "C", "C", "O", "N", "C", "C", "C", "C", "C", "C", "C", "C", "N", "H", "H", "H", "H", "H", "H", "H", "H", "H", "H", "H", "H", "H", "H", "H", "H", "H", "H", "H", "H", "H"], "coordinates": [[-2.45, 0.34, -1.94], [-1.35, 1.07, -1.18], [-0.29, 1.67, -2.11], [0.53, 0.58, -2.72], [0.30, 0.10, -3.98], [1.06, -1.01, -4.50], [0.97, -1.53, -5.59], [1.99, -1.50, -3.56], [2.15, -0.96, -2.34], [3.35, -1.71, -1.32], [3.03, -0.80, 0.22], [1.59, -1.01, 0.68], [0.85, -1.84, 0.19], [1.27, -0.19, 1.70], [-0.01, -0.04, 2.28], [-0.56, 1.25, 2.34], [0.21, 2.42, 1.81], [-1.82, 1.42, 2.88], [-2.53, 0.33, 3.37], [-1.96, -0.93, 3.34], [-0.69, -1.14, 2.81], [-0.08, -2.50, 2.85], [1.49, 0.07, -1.91], [-2.96, 1.02, -2.62], [-2.03, -0.48, -2.52], [-3.18, -0.06, -1.25], [-1.79, 1.87, -0.58], [-0.86, 0.37, -0.49], [0.37, 2.33, -1.54], [-0.78, 2.26, -2.89], [-0.45, 0.53, -4.62], [2.53, -2.32, -3.84], [3.73, -1.20, 0.95], [3.24, 0.25, 0.03], [1.92, 0.55, 1.92], [-0.42, 3.30, 1.77], [0.60, 2.22, 0.82], [1.06, 2.65, 2.47], [-2.25, 2.41, 2.92], [-3.51, 0.48, 3.79], [-2.51, -1.77, 3.75], [-0.10, -2.95, 1.86], [0.96, -2.45, 3.17], [-0.63, -3.14, 3.54]]}

---

Q: Number 7 is which compound?
A: C23H69BN13O11Pd